Computed, not measured: an isolated molecule of N2 in a non-equilibrium geometry, with the ωB97M-V functional and the def2-TZVPD basis.

Multiplicity ... 1
HOMO-LUMO gap ... 16.298 eV
Relative energy (zero: lowest compared OMol25 entry of this formula, charge and spin) ... 2.9 kcal/mol
Energy ... -109.547974 a.u.

Positions of all 2 atoms, in Å:
N 0.000 0.000 0.565
N 0.000 0.000 -0.565

Computed, not measured: a structure of composition C5H12N2O in a non-equilibrium geometry, with the ωB97M-V functional and the def2-TZVPD basis.

Multiplicity ... 1
HOMO-LUMO gap ... 8.742 eV
Relative energy (zero: lowest compared OMol25 entry of this formula, charge and spin) ... 84.0 kcal/mol
Energy ... -382.368609 a.u.

Positions of all 20 atoms, in Å:
C 0.556 -1.303 -2.539
C 0.570 -0.142 -1.574
C 1.391 -0.136 -0.482
O -0.337 0.778 -1.788
H -0.976 0.947 -0.702
H 1.331 -2.036 -2.317
H 0.706 -0.927 -3.553
H -0.420 -1.793 -2.515
H 2.125 -0.912 -0.328
H 1.532 0.773 0.087
C -0.241 -0.471 2.352
N -0.891 2.038 1.234
C -0.837 -0.253 1.002
N -1.263 0.883 0.528
H -1.669 2.680 1.335
H -0.163 2.548 0.737
H -1.119 -1.113 0.412
H 0.105 -1.496 2.455
H 0.594 0.201 2.537
H -0.993 -0.266 3.121

Computed, not measured: an isolated molecule of C3H5NOS in a non-equilibrium geometry, with the ωB97M-V functional and the def2-TZVPD basis.

Multiplicity ... 1
HOMO-LUMO gap ... 8.975 eV
Relative energy (zero: lowest compared OMol25 entry of this formula, charge and spin) ... 115.4 kcal/mol
Energy ... -645.327764 a.u.

Positions of all 11 atoms, in Å:
C -0.039 1.053 -0.112
C -2.132 0.279 0.130
C -2.821 -0.830 -0.016
H 1.399 -1.740 0.497
H -0.410 2.024 0.207
H -2.427 1.271 0.884
H -2.132 -1.710 -0.563
H -3.985 -0.859 0.464
N 1.232 0.889 -0.036
O -0.740 0.033 -0.282
S 2.175 -0.530 0.063

Computed, not measured: a structure of composition C8H9ClIrO3 in a non-equilibrium geometry, with the ωB97M-V functional and the def2-TZVPD basis.

Multiplicity ... 6
HOMO-LUMO gap (alpha / beta) ... 7.231 / 5.961 eV
Relative energy (zero: lowest compared OMol25 entry of this formula, charge and spin) ... 0.0 kcal/mol
Energy ... -1099.546754 a.u.
Net charge ... +2

Positions of all 22 atoms, in Å:
Cl -2.102 -1.289 0.591
C 1.127 -1.576 -0.879
C 1.886 -0.358 -0.753
C 1.032 0.743 -1.102
H 2.929 -0.303 -0.474
C -0.256 0.233 -1.451
C -0.191 -1.210 -1.345
H -1.013 -1.896 -1.568
H 1.481 -2.591 -0.724
H 1.285 1.802 -1.116
C -1.440 1.020 -1.896
Ir 0.171 -0.428 0.831
C 1.505 0.456 1.862
C -0.017 -1.652 2.262
O 2.298 0.946 2.551
O -0.145 -2.299 3.218
H -1.458 2.011 -1.417
H -2.372 0.490 -1.648
H -1.407 1.177 -2.986
O -1.225 1.225 1.889
H -1.184 2.053 1.366
H -0.902 1.445 2.786

> Which value of energy does entry 3 give?

-645.327764 a.u.

> Among the records above, which one has the highest energy?

N2

> Among the records above, which one has the highest multiplicity?

C8H9ClIrO3

> The highest relative energy (zero: lowest compared OMol25 entry of this formula, charge and spin) belongs to which entry?

C3H5NOS